# C28H43CeCl2N2P

C28H43CeCl2N2P as an isolated structure (ωB97M-V/def2-TZVPD, the Open Molecules 2025 dataset).

The geometry in XYZ format:
```
77
Properties=species:S:1:pos:R:3:forces:R:3:lowdin_charge:R:1
Ce 0.0000 0.0000 0.0000 0.2 3.2 7.2 -0.1438
Cl 2.3875 0.2330 -0.1882 3.6 0.8 -0.5 0.3179
Cl -2.3783 0.3328 0.2336 -3.3 1.1 0.6 0.2543
P -0.1324 0.6519 -2.2859 -0.3 1.5 -7.0 0.9207
N 0.7404 -0.0426 2.3002 0.4 1.9 2.0 -0.1140
N 1.4049 0.6353 4.3106 0.2 1.3 0.5 0.0693
C 1.3138 3.0937 -2.0006 -0.1 0.1 -0.2 -0.2072
C 1.3179 4.6187 -2.1770 0.0 0.0 0.1 -0.1928
C 2.8889 -1.7440 -3.9558 -0.1 0.0 -0.1 -0.1837
C 1.2644 0.0848 -3.3646 0.0 0.1 -0.4 -0.4133
C 1.3019 -0.7065 4.3282 -0.1 -2.3 0.3 -0.0961
C -1.8648 -1.2667 -3.4155 -0.1 0.0 0.0 -0.1960
C -0.0417 2.5063 -2.4284 -0.1 0.0 -0.2 -0.4142
C 0.4074 -5.4556 -0.2540 0.2 0.3 0.0 -0.0965
C -1.1805 4.6808 -1.7959 0.0 0.0 0.1 -0.1887
C 1.5789 -1.4132 -3.2303 0.1 0.1 -0.1 -0.1987
C -1.1881 3.1562 -1.6329 0.1 0.0 -0.1 -0.2184
C -2.2326 1.0807 -4.2631 -0.1 -0.1 0.0 -0.1922
C 1.0543 1.0156 3.0682 -0.4 -0.2 -1.2 -0.1513
C 0.4420 -3.0146 -0.2380 0.0 -0.7 0.0 -0.2818
C 2.5180 -4.2765 -0.1836 -0.3 -0.2 0.1 -0.0856
C -1.7645 0.2289 -3.0699 -0.2 0.1 -0.3 -0.4096
C -0.2636 -4.2372 -0.2724 0.5 -0.1 0.0 -0.0494
C 2.8316 -1.3253 -5.4307 0.0 0.1 0.1 -0.2024
C 1.8029 -5.4784 -0.2110 0.0 0.1 0.0 -0.1109
C 1.8502 -3.0587 -0.1911 -0.3 -0.2 0.1 -0.0877
C 0.1748 5.2785 -1.3984 0.0 -0.1 -0.1 -0.2036
C 1.1745 0.5027 -4.8411 0.2 -0.1 0.0 -0.1927
C -3.6783 0.7092 -4.6333 0.1 0.0 0.0 -0.1926
C 0.8856 -1.1263 3.0826 0.5 -0.2 1.6 -0.1035
C -3.8229 -0.7874 -4.9354 0.0 0.0 0.1 -0.2039
C -0.3520 -1.7917 -0.2642 -0.8 -6.2 -1.7 -0.4949
C -3.3117 -1.6373 -3.7656 0.1 0.1 -0.1 -0.1877
C 2.4845 0.1629 -5.5695 -0.1 -0.1 0.0 -0.1953
H 2.1141 0.6068 -2.9033 -0.1 0.0 -0.1 0.0749
H 3.7117 -1.2146 -3.4556 -0.1 -0.1 -0.1 0.1186
H -4.3347 0.9730 -3.7926 0.1 0.0 -0.1 0.1177
H -1.5786 0.9182 -5.1287 -0.1 0.0 0.1 0.1048
H 2.3975 -2.1216 -0.1730 0.1 -0.4 0.0 0.0249
H -1.0737 2.8974 -0.5717 0.0 0.1 0.0 0.0865
H 1.0264 2.0426 2.7287 0.1 -0.1 0.1 0.1385
H -3.9445 -1.4700 -2.8835 0.1 0.0 -0.1 0.1188
H 3.6040 -4.2930 -0.1524 -0.1 0.0 0.0 0.1003
H -2.4538 0.4121 -2.2327 0.0 0.0 -0.3 0.0447
H 2.4056 0.4410 -6.6278 0.0 0.0 0.1 0.1081
H 0.7671 -2.0164 -3.6521 0.1 0.0 0.1 0.1137
H 1.6601 -1.6661 -2.1725 0.0 -0.1 -0.2 0.0517
H 2.2840 5.0236 -1.8524 -0.1 0.0 -0.1 0.1106
H 2.3316 -6.4276 -0.1997 -0.1 0.1 0.0 0.0917
H -1.9850 5.1207 -1.1938 0.1 -0.1 -0.1 0.1119
H -1.3500 -4.2114 -0.3113 0.1 0.0 0.0 0.1082
H -1.2203 -1.4885 -4.2763 -0.1 0.0 0.1 0.1071
H -2.1553 2.7385 -1.9303 0.1 0.1 0.0 0.1008
H 2.0646 -1.9222 -5.9458 0.1 0.1 0.1 0.1142
H -1.4119 -2.0103 -0.4744 0.3 0.4 0.4 0.0547
H -1.3947 4.9329 -2.8447 0.0 0.0 0.1 0.1170
H 1.5103 -1.3318 5.1861 0.0 0.4 0.0 0.1171
H -0.1843 2.7364 -3.4937 0.0 0.1 0.1 0.1050
H -4.0046 1.3056 -5.4942 0.0 -0.1 0.1 0.1088
H 0.3461 -0.0320 -5.3232 0.1 0.0 0.1 0.1030
H 0.7006 -2.1447 2.7685 0.0 0.2 -0.2 0.1259
H -4.8695 -1.0295 -5.1560 0.1 0.0 0.0 0.1068
H 2.1255 2.6572 -2.5908 -0.1 0.0 0.1 0.1057
H 0.1761 6.3631 -1.5617 0.0 -0.2 0.0 0.1078
H 1.5168 2.8306 -0.9559 0.0 0.1 0.0 0.0834
H 1.6926 1.2544 5.1002 -0.5 -0.9 -1.3 0.1892
H -3.3755 -2.7042 -4.0124 0.0 0.2 0.0 0.1114
H 3.0995 -2.8169 -3.8702 0.0 0.2 0.0 0.1130
H -0.1537 -6.3857 -0.2760 0.1 0.1 0.0 0.0968
H 3.7859 -1.5381 -5.9275 -0.1 0.0 0.1 0.1065
H 0.3384 5.1190 -0.3244 0.0 0.0 -0.1 0.1122
H -3.2426 -1.0315 -5.8373 -0.1 0.0 0.1 0.1135
H 0.9621 1.5741 -4.9342 0.0 -0.1 0.0 0.1042
H -1.5064 -1.8758 -2.5795 0.0 0.1 -0.2 0.0896
H 3.2966 0.7659 -5.1392 -0.1 -0.1 0.0 0.1153
H -2.1888 2.1474 -4.0217 0.0 -0.1 -0.1 0.0947
H 1.2150 4.8577 -3.2456 0.0 0.0 0.1 0.1168
```
Positions in Å, forces in eV/Å.

- Largest force on an atom: 7.92 eV Å⁻¹
- DFT total energy: -2939.057861 a.u.



# C28H43FN2O6S2

A 3-piece molecular cluster, C28H43FN2O6S2 overall (ωB97M-V/def2-TZVPD, the Open Molecules 2025 dataset).

The geometry in XYZ format:
```
82
Properties=species:S:1:pos:R:3:forces:R:3:lowdin_charge:R:1
S 2.8571 -0.3164 -3.1773 0.1 0.1 -0.1 0.7140
S 2.9215 0.4804 -0.3606 0.3 -0.3 0.1 0.8697
F -4.7513 2.1111 -1.9591 0.0 -0.2 0.1 0.0796
O 2.2641 -5.6150 2.1311 -0.1 0.0 0.0 0.1061
O 3.2047 -3.8969 3.1135 -0.3 0.1 0.1 -0.0171
O -8.1998 3.3165 1.9946 -0.3 0.9 0.3 0.1460
O -7.5833 -1.1092 2.8731 0.2 -1.0 0.5 0.1443
O 1.6867 3.6120 -3.6310 -0.3 0.0 0.1 -0.0049
O 2.5578 4.6333 -1.9064 0.0 0.2 0.0 0.0953
N -8.1889 1.1067 2.7359 0.9 0.7 0.0 0.1701
N 0.8964 -1.0721 -1.6196 0.0 0.3 1.0 -0.2116
C -5.3613 1.4973 -0.9240 -0.5 0.2 0.3 -0.1944
C -1.5748 -0.9433 -1.7118 -0.1 0.2 -0.5 -0.1769
C -6.6530 0.3076 1.1440 -0.1 -0.2 0.1 -0.0862
C 2.4712 4.5671 -3.1034 0.3 -0.1 -0.1 -0.5153
C -0.6893 -2.5651 2.9134 -0.6 0.4 -0.3 -0.0938
C 0.9380 -2.0652 -0.5233 0.7 0.6 0.2 -0.1736
C 2.4654 2.7563 -5.7784 0.1 0.0 0.1 -0.0593
C -6.8712 1.6436 0.8956 0.4 0.1 -0.9 -0.0906
C 2.0106 2.0299 -0.1279 -0.5 0.4 0.1 -0.4655
C -5.7840 -0.4615 0.3832 -0.1 0.5 -0.1 0.0707
C 5.4209 -2.8787 3.2089 0.0 -0.1 -0.1 -0.0605
C -6.2361 2.2692 -0.1662 0.2 -0.2 -0.1 0.0963
C 3.2791 5.4633 -4.0112 -0.3 0.2 -0.1 0.0184
C -2.7344 0.0342 -1.5590 0.2 -0.4 0.8 -0.1930
C -0.2667 -0.1885 -1.5605 -0.2 -0.1 -0.8 -0.2121
C -7.8184 2.1972 1.8921 0.2 -1.1 -0.2 -0.3981
C -5.1003 0.1421 -0.6772 -0.1 -0.1 0.1 -0.1295
C 3.2132 -5.1883 2.7278 0.2 -0.1 -0.2 -0.5294
C 2.3609 2.6776 1.2081 -0.1 -0.2 0.2 -0.3034
C -4.1085 -0.6438 -1.5058 -0.3 0.8 0.0 -0.1205
C 2.1135 -0.3441 -1.7455 -0.1 0.1 -0.6 -1.0882
C 0.6137 -1.5819 0.9066 -0.4 -0.8 0.3 -0.1861
C -0.7168 -2.1433 1.4442 0.2 -0.2 -0.2 -0.2567
C -7.4762 -0.0616 2.3271 -0.1 0.6 -0.3 -0.3963
C 1.3912 3.5141 -5.0268 0.1 -0.1 -0.3 -0.2302
C 2.1622 1.7981 2.4466 0.2 0.1 0.0 -0.1215
C 4.4392 -6.0352 2.9824 -0.1 0.0 0.4 0.0125
C 4.1912 -3.3221 3.9741 0.2 0.1 0.0 -0.2349
H 0.3228 -2.9145 -0.7997 -0.3 0.0 -0.1 0.1136
H 3.3536 6.4408 -3.5415 0.1 -0.1 0.1 0.0915
H -2.6677 0.7991 -2.3232 -0.2 0.1 -0.2 0.1129
H 5.0623 -6.0214 2.0894 0.0 0.0 0.0 0.0969
H 5.9237 -3.7194 2.7307 0.0 0.0 0.1 0.0680
H 1.7080 3.5406 1.3117 0.0 0.2 -0.2 0.1078
H -0.9511 -3.0320 0.8603 0.0 -0.1 -0.1 0.0945
H -0.9776 -1.7253 3.5412 0.3 0.1 0.3 0.0681
H 5.1406 -2.1765 2.4234 0.0 0.0 0.0 0.0823
H -2.5894 0.5498 -0.6068 0.0 0.1 0.1 0.1201
H 0.4512 2.9674 -5.0772 0.0 0.0 0.1 0.1223
H 2.6001 1.7663 -5.3424 -0.1 0.0 0.0 0.0447
H 0.2753 -2.9682 3.2012 0.1 0.0 0.1 0.0598
H 3.7054 -2.4554 4.4194 -0.1 0.0 0.0 0.1224
H 3.3672 3.0852 1.1765 0.2 -0.1 -0.1 0.1023
H -1.5352 -1.4473 1.2622 -0.1 0.1 0.0 0.0951
H 3.4274 3.2667 -5.7307 0.0 0.1 0.0 0.0719
H 1.9569 -2.4449 -0.5158 0.1 -0.1 -0.1 0.1120
H -1.6044 -1.3657 -2.7160 0.1 -0.2 -0.1 0.1279
H 6.1297 -2.3901 3.8778 0.0 0.0 0.0 0.0824
H -7.9640 1.3688 3.6924 -0.8 -0.3 0.2 0.1598
H 0.6753 -0.5070 1.0187 0.0 0.2 -0.1 0.0723
H 1.2030 4.5018 -5.4507 0.1 0.0 0.0 0.1125
H -0.2012 0.4762 -2.4227 0.1 0.2 0.0 0.1275
H 1.1834 1.9456 2.8941 -0.2 0.0 0.0 0.0703
H 2.2575 2.7316 -0.9154 0.1 -0.1 -0.2 0.0401
H 1.3825 -1.9955 1.5563 0.2 0.1 0.0 0.0956
H -1.4492 -3.3240 3.0782 0.0 -0.2 0.1 0.0682
H 4.2786 5.0430 -4.1126 0.0 0.0 0.0 0.0989
H -4.0355 -1.6311 -1.0613 0.1 -0.2 -0.1 0.1134
H -4.5281 -0.7360 -2.5061 0.1 -0.2 -0.2 0.1289
H 5.0322 -5.7196 3.8372 0.1 0.1 -0.1 0.0682
H 0.9332 1.9039 -0.1619 -0.1 -0.4 0.0 0.0695
H 2.9116 2.0450 3.1937 0.0 0.0 0.2 0.0672
H 4.4328 -4.0030 4.7918 0.0 0.0 0.0 0.1136
H 4.1114 -7.0548 3.1675 0.0 0.0 -0.2 0.0909
H 2.2691 0.7373 2.2382 0.1 -0.1 -0.1 0.0270
H -5.6391 -1.5034 0.6216 0.1 -0.1 0.0 0.1318
H 2.1879 2.6431 -6.8266 0.0 0.0 0.0 0.0837
H -1.6537 -1.7761 -1.0193 -0.1 0.0 0.2 0.0901
H 2.8478 5.6041 -4.9992 0.1 -0.1 0.0 0.0696
H -0.2997 0.4567 -0.6819 0.0 -0.2 0.3 0.0948
H -6.3792 3.3126 -0.3997 -0.1 0.1 0.0 0.1361
```
Positions in Å, forces in eV/Å.

- Largest force on an atom: 1.17 eV Å⁻¹
- DFT total energy: -2549.902796 a.u.
- SMILES: CCCCN(CCCCc1cc2c(cc1F)C(=O)NC2=O)C(=S)SCCC.CCOC(C)=O.CCOC(C)=O



# C28H43Ge2N3PdS

C28H43Ge2N3PdS as an isolated structure (ωB97M-V/def2-TZVPD, the Open Molecules 2025 dataset).

The geometry in XYZ format:
```
78
Properties=species:S:1:pos:R:3:forces:R:3:lowdin_charge:R:1
Pd 0.3606 -0.5372 1.1296 -0.4 0.0 -0.4 0.3037
Ge -1.5404 -1.9334 0.5179 0.6 0.2 -0.9 0.7681
Ge -0.8606 1.0143 -0.2223 -0.6 0.1 0.1 0.8272
S 0.2135 -0.8160 3.6117 0.3 -0.3 -0.4 0.5258
N 2.7144 -1.7437 2.9405 -0.1 0.2 -0.2 -0.1854
N 2.1159 0.1057 0.3792 0.3 0.1 0.3 -0.0819
N 1.0600 -3.0718 2.2902 -0.2 0.1 0.0 -0.0286
C 1.6944 2.6451 1.9548 0.1 0.0 0.0 -0.1143
C -2.8461 -0.9954 -0.6458 -0.3 0.0 0.3 -0.2884
C 3.0119 1.0476 0.4276 0.0 -0.1 -0.2 -0.4506
C 5.1745 3.0309 0.4364 -0.1 -0.2 -0.1 -0.1901
C 2.9316 2.3181 1.1545 0.0 0.1 0.1 -0.2618
C -2.4443 -3.5626 1.2534 -0.4 0.1 0.5 -0.4097
C 4.2810 0.8833 -0.3143 -0.1 0.1 0.2 -0.2647
C -4.9210 0.6233 -4.0414 0.1 0.0 0.1 -0.1132
C 1.3407 -1.7778 2.7519 0.5 -0.5 1.4 -0.8943
C -2.6526 3.3136 0.9571 0.1 -0.1 0.0 -0.1934
C -3.3515 0.8368 -2.1880 0.2 -0.1 0.2 -0.2189
C -1.7516 2.0993 1.2220 0.0 0.2 0.0 -0.3717
C 2.2517 -3.8983 2.3116 -0.1 0.0 -0.1 -0.1761
C -3.5132 2.2222 -2.2812 0.0 0.0 0.0 -0.0628
C -2.4849 0.1964 -1.1458 -0.1 0.2 -0.2 -0.3484
C -3.8036 -3.8771 0.6137 0.1 -0.1 0.1 -0.2152
C 0.2277 2.1442 -1.4101 0.2 0.1 -0.3 -0.3698
C 3.4748 -0.5355 3.1605 -0.1 0.0 0.1 -0.0659
C -4.3789 2.7978 -3.2039 0.1 -0.1 0.1 -0.1007
C 3.9779 3.2257 1.1325 -0.1 -0.1 0.0 -0.1399
C -0.4995 -2.8939 -0.9486 -0.2 -0.1 -0.1 -0.3879
C 3.3254 -2.8271 2.2083 0.1 0.0 0.0 -0.1636
C -1.3347 -3.5416 -2.0639 0.1 0.0 0.1 -0.1995
C -0.2990 3.4077 -2.1018 0.1 0.0 0.1 -0.1847
C -4.0588 0.0561 -3.1122 0.0 0.0 -0.1 -0.0555
C 5.2838 1.8283 -0.2861 -0.1 0.1 0.1 -0.1415
C 4.4326 -0.3738 -1.1146 0.0 0.0 -0.1 -0.1116
C -5.0968 2.0017 -4.0872 0.0 0.0 0.0 -0.1328
H -3.9134 -1.0179 -3.0982 0.0 0.0 0.0 0.0952
H 0.1943 -2.1639 -1.3651 0.0 0.1 -0.1 0.0316
H -4.2460 -4.8003 1.0090 0.0 0.0 0.0 0.0475
H 4.0442 -0.2542 2.2763 0.0 0.0 -0.1 0.0786
H -2.1331 4.0985 0.3980 0.0 0.0 0.0 0.0434
H 3.8506 4.1470 1.7024 0.0 0.0 0.0 0.0837
H -3.8314 -1.4001 -0.9097 0.1 0.0 -0.1 0.0430
H -3.7247 -3.9888 -0.4693 0.0 0.0 0.0 0.0380
H 3.4954 -2.5414 1.1631 0.0 0.0 -0.1 0.1056
H -5.7720 2.4477 -4.8083 0.0 0.0 0.0 0.0818
H 4.4491 -1.2643 -0.4764 0.0 0.0 0.0 0.0395
H -2.5762 -3.4547 2.3370 0.0 0.0 0.0 0.0344
H 0.6288 1.4464 -2.1537 0.0 0.1 0.0 0.0534
H 2.3449 -4.4667 3.2468 0.0 0.0 0.1 0.1061
H -0.6995 4.1308 -1.3824 0.0 -0.1 0.0 0.0449
H 5.9677 3.7690 0.4462 0.0 0.0 0.0 0.0455
H -5.4516 -0.0142 -4.7399 0.0 0.0 0.0 0.0867
H 0.1798 -3.4382 2.6157 0.0 0.0 -0.1 0.0936
H -1.9664 -2.7989 -2.5622 0.0 0.0 0.0 0.0432
H 0.5070 3.9143 -2.6462 0.0 0.0 0.0 0.0553
H 5.3558 -0.3500 -1.7062 0.0 0.0 0.0 0.0530
H 2.2748 -4.5912 1.4695 0.0 0.0 0.0 0.1045
H -4.5208 -3.0719 0.7932 0.1 0.0 0.0 0.0541
H -2.9508 2.8536 -1.6081 0.0 0.0 0.0 0.0692
H 0.1193 -3.6519 -0.4533 0.0 0.0 0.0 0.0283
H -1.0887 3.1945 -2.8242 0.0 0.0 0.0 0.0387
H -4.4879 3.8764 -3.2330 0.0 0.0 0.0 0.0926
H -1.7405 -4.3903 1.1096 -0.1 0.0 -0.1 0.0386
H 1.0856 2.3902 -0.7788 0.0 0.0 -0.1 0.0259
H 4.2729 -3.1195 2.6656 0.0 0.0 0.0 0.1158
H -0.7140 -4.0134 -2.8373 0.0 0.0 0.0 0.0470
H -2.9960 3.7690 1.8955 0.0 0.0 0.0 0.0505
H 1.1351 1.7387 2.1928 0.1 0.0 0.0 -0.0018
H 6.1912 1.6312 -0.8588 0.0 0.0 0.0 0.0772
H -0.9394 2.3908 1.8922 -0.1 0.0 0.0 0.0167
H -2.3125 1.3274 1.7543 -0.1 0.0 0.1 0.0383
H 1.9558 3.1431 2.8947 0.0 0.1 0.0 0.0648
H 4.1563 -0.6859 4.0077 0.0 0.0 0.0 0.0788
H 2.7978 0.2811 3.3941 -0.1 0.0 0.0 0.0578
H -1.9999 -4.3207 -1.6746 0.1 0.0 0.0 0.0373
H 0.9998 3.3067 1.4199 0.0 0.0 0.0 0.0588
H 3.5724 -0.5176 -1.7769 0.0 0.0 0.0 0.0588
H -3.5487 3.0468 0.3922 0.0 0.0 0.0 0.0419
```
Positions in Å, forces in eV/Å.

- Largest force on an atom: 1.55 eV Å⁻¹
- Relative energy (zero: lowest compared OMol25 entry of this formula, charge and spin): 0.697 eV
- Total charge: -2
- DFT total energy: -5936.824889 a.u.



DFT total energy of number 3 (C28H43Ge2N3PdS)?
-5936.824889 a.u.



Look up the largest force on an atom of the third one.
1.55 eV Å⁻¹